The following is a DFT calculation (ωB97M-V with the def2-TZVPD basis set) of C22H25ClN4O in the gas phase in a non-equilibrium geometry.

lowest unoccupied orbital energy	0.78	eV
HOMO energy	-0.321	Eh
multiplicity	1
SMILES	Clc1ccccc1Cc1noc(CN2CCCC[C@@H]2CCc2ccccn2)n1
ΔE to the lowest compared entry with this formula, charge and spin	90.5	kJ/mol

```
53
Properties=species:S:1:pos:R:3:forces:R:3:nbo_charge:R:1
Cl -4.72092 -0.95130 -0.24158 -0.2 -0.1 0.1 -0.0013
C -3.45378 0.04809 -0.87613 0.2 0.2 -0.1 -0.0259
C -3.75870 1.36927 -1.16533 -0.1 0.0 0.0 -0.2359
C -2.77961 2.20830 -1.66370 0.0 0.0 0.0 -0.2051
C -1.50246 1.71974 -1.87777 0.0 0.0 0.0 -0.2223
C -1.21416 0.39682 -1.60096 0.0 0.1 -0.1 -0.1481
C -2.17717 -0.46412 -1.08646 -0.2 0.0 0.0 -0.0556
C -1.84452 -1.90876 -0.80951 -0.1 -0.1 0.1 -0.4719
C -0.56389 -2.07685 -0.07787 0.5 -0.4 0.5 0.3286
N -0.45603 -2.68560 1.06649 -1.3 -0.2 -0.1 -0.1356
O 0.86880 -2.64100 1.37303 0.9 0.1 -0.1 -0.2736
C 1.47798 -2.00308 0.36968 -0.6 0.1 -0.3 0.5318
C 2.96030 -1.79475 0.39613 0.3 -0.2 0.2 -0.2745
N 3.44288 -0.67562 -0.38225 -0.1 -0.1 0.0 -0.4435
C 3.30321 -0.94313 -1.81042 0.2 0.0 -0.4 -0.2271
C 3.98674 0.12959 -2.64521 -0.3 -0.1 0.0 -0.4028
C 3.34754 1.47255 -2.33194 0.3 0.0 0.1 -0.3992
C 3.49455 1.72809 -0.83965 -0.3 -0.2 -0.2 -0.3855
C 2.86938 0.61390 0.01107 0.2 0.5 0.2 -0.0567
C 3.16581 0.93159 1.48954 -0.3 -0.1 0.0 -0.4088
C 2.06400 0.56862 2.49120 0.2 0.1 0.0 -0.4350
C 0.69787 1.07007 2.11595 0.0 0.1 0.1 0.2259
C 0.44903 2.39670 1.77306 0.0 -0.1 0.0 -0.2713
C -0.85296 2.78482 1.51333 0.0 -0.1 0.1 -0.1612
C -1.86701 1.84485 1.60972 0.0 0.0 0.1 -0.2635
C -1.51708 0.54514 1.93482 -0.3 0.3 0.0 0.0465
N -0.27429 0.16967 2.17610 0.3 -0.4 0.1 -0.4507
N 0.64008 -1.64289 -0.55444 0.5 0.0 0.0 -0.5470
H -4.76095 1.73220 -0.99627 -0.1 0.0 0.0 0.2276
H -3.01711 3.23793 -1.88421 0.0 0.1 0.0 0.2171
H -0.73178 2.36796 -2.26725 0.1 0.1 0.0 0.2154
H -0.22221 0.00958 -1.77277 0.1 0.0 0.0 0.2352
H -2.63052 -2.38177 -0.22204 0.1 0.0 -0.1 0.2559
H -1.75827 -2.43232 -1.76792 -0.1 -0.1 0.1 0.2430
H 3.27432 -1.69404 1.43640 0.0 -0.1 0.0 0.2273
H 3.43279 -2.70420 0.00490 0.0 0.1 0.1 0.2313
H 3.77107 -1.91202 -2.00668 -0.1 0.0 0.0 0.1954
H 2.24511 -1.00796 -2.10142 0.2 0.0 -0.1 0.1955
H 5.04866 0.16256 -2.39715 0.1 0.0 0.0 0.2003
H 3.88508 -0.11666 -3.70326 0.0 0.0 0.0 0.2093
H 3.82513 2.27348 -2.89943 -0.1 0.0 0.0 0.2083
H 2.28901 1.44782 -2.60152 -0.1 0.0 -0.1 0.1923
H 3.01941 2.67485 -0.57518 0.0 0.0 0.1 0.2045
H 4.55637 1.79393 -0.59349 0.1 0.1 0.1 0.2006
H 1.77743 0.62144 -0.15485 0.1 0.0 0.0 0.1892
H 4.09512 0.43398 1.77205 0.1 0.1 0.0 0.2207
H 3.34609 2.00512 1.56999 0.1 0.0 0.0 0.2061
H 1.97742 -0.50731 2.63800 0.0 0.0 0.0 0.2222
H 2.33139 1.00508 3.45915 0.0 -0.1 0.0 0.2223
H 1.25710 3.11048 1.72502 0.1 0.1 0.0 0.2131
H -1.07700 3.80927 1.25116 0.0 0.1 0.0 0.2144
H -2.89668 2.11265 1.43628 -0.1 0.0 0.0 0.2232
H -2.25902 -0.23808 2.01701 -0.2 0.0 0.0 0.1989
```
Forces are in eV/Å.

The following is a DFT calculation (ωB97M-V with the def2-TZVPD basis set) of 2 unconnected molecules or ions with the total composition C4H12 in a non-equilibrium geometry.

lowest unoccupied orbital energy	1.12	eV
HOMO energy	-0.408	Eh
multiplicity	1
SMILES	CC.CC
ΔE to the lowest compared entry with this formula, charge and spin	159.3	kJ/mol

```
16
Properties=species:S:1:pos:R:3:forces:R:3:nbo_charge:R:1
C 0.42718 1.70641 0.00256 0.0 3.6 2.8 -0.5983
C 0.01304 1.55008 1.50821 1.7 -3.0 -0.7 -0.6306
H -0.01927 2.65491 -0.30094 -0.2 -0.1 -0.6 0.1965
H 1.46721 1.85201 -0.21915 0.9 0.1 0.7 0.2009
H 0.19581 0.96770 -0.63942 -1.4 -2.3 -1.5 0.1933
H 0.37779 2.38370 2.14337 -0.8 -0.7 -0.3 0.2210
H 0.47044 0.56348 1.84597 0.5 1.4 0.1 0.1962
H -0.98694 1.11226 1.63033 -0.5 1.6 -0.1 0.2188
C 0.16948 -1.90444 -0.16560 3.2 -3.2 -2.4 -0.6148
C -0.64739 -1.33757 -1.33189 -1.9 2.6 3.0 -0.6176
H 1.34011 -1.76599 -0.46893 -2.6 -0.5 1.0 0.1967
H 0.06422 -1.57899 0.85992 -0.5 0.7 -0.2 0.2183
H -0.01433 -3.06229 -0.12901 0.5 2.0 0.0 0.2047
H -1.74622 -1.34444 -1.00044 1.4 0.2 -0.8 0.1990
H -0.58298 -1.58523 -2.34530 0.5 -1.9 -1.2 0.2214
H -0.33972 -0.28403 -1.45608 -0.7 -0.4 0.3 0.1945
```
Forces are in eV/Å.

The following is a DFT calculation (ωB97M-V with the def2-TZVPD basis set) of a molecular structure, C52H67N7O4PtTe in a non-equilibrium geometry.

lowest unoccupied orbital energy (spin up / spin down)	-5.26 / -8.54	eV
net charge	+2
<S²>	6.035
HOMO energy (spin up / spin down)	-0.439 / -0.439	Eh
multiplicity	5

```
132
Properties=species:S:1:pos:R:3:forces:R:3:lowdin_charge:R:1
Pt 0.08703 0.77420 -0.24742 -2.0 -0.1 0.1 1.1574
C 2.07783 4.08997 -0.44249 0.1 0.0 0.1 -0.1138
C 3.30793 4.00871 0.45908 -0.1 0.1 0.1 -0.3390
C 3.21281 4.98547 1.64448 0.0 0.0 -0.1 -0.0218
C 3.66172 2.64881 1.01753 0.8 0.4 0.0 -0.0893
C 5.02130 2.41568 1.16581 -0.4 0.3 -0.3 -0.0088
C 5.50717 1.29117 1.80617 -0.1 -0.1 0.1 0.0036
C 4.60911 0.37418 2.32962 -0.3 -0.1 0.1 0.0042
C 3.24466 0.53110 2.18865 0.4 -0.9 0.2 -0.0921
C 2.38553 -0.55158 2.79915 -0.2 0.0 -0.1 -0.3293
C 1.19388 -0.04369 3.60956 0.1 0.0 0.0 -0.0306
C 1.95365 -1.50733 1.68627 0.1 0.1 0.1 -0.0410
C 2.73640 1.67741 1.51151 -0.6 0.4 -0.3 -0.1165
N 1.38042 1.86586 1.37081 1.1 -0.9 0.2 0.0721
C 0.69800 2.70512 2.16381 -0.1 0.6 0.1 -0.4999
O 1.14416 3.22989 3.17204 -0.3 -0.2 0.0 0.0877
C -0.71603 2.96340 1.73534 -0.2 0.5 0.4 -0.1954
C -1.53952 3.81793 2.46052 0.3 -0.2 -0.1 0.0431
C -2.82597 4.05369 1.99736 0.1 -0.1 -0.1 0.0007
C -3.25257 3.41655 0.84257 0.2 -0.1 -0.1 0.0366
C -2.37142 2.56480 0.18353 -0.5 0.2 0.0 -0.1953
N -1.13578 2.37780 0.62289 0.3 -0.4 0.0 0.0294
C -2.80712 1.81591 -1.04198 0.5 -0.6 -0.7 -0.5112
O -3.85464 2.10620 -1.60537 -0.4 0.5 0.2 0.0482
N -1.94323 0.88660 -1.45830 1.5 0.7 1.5 0.0382
C -2.23644 -0.00056 -2.46419 -0.6 -1.0 -1.4 -0.1729
C -1.64486 0.16023 -3.74811 -0.3 -0.2 0.5 -0.1389
C -1.99370 -0.71923 -4.75675 -0.1 -0.3 -0.1 -0.0393
C -2.91662 -1.73339 -4.55145 0.0 0.1 0.1 -0.0463
C -3.51822 -1.87170 -3.31328 0.2 0.0 -0.3 -0.0220
C -3.18691 -1.04398 -2.25456 0.6 0.6 0.1 -0.1179
C -3.92075 -1.22007 -0.94839 -0.3 0.0 0.0 -0.3614
C -4.05226 -2.69467 -0.54459 0.1 0.2 0.0 -0.0550
C -5.32532 -0.61764 -1.08714 0.2 0.2 0.2 -0.0376
C -0.83606 1.37158 -4.15542 -0.2 0.2 0.2 -0.3412
C -1.80292 2.55145 -4.30270 0.3 -0.1 0.0 -0.0542
C 0.37807 1.70947 -3.29349 -0.1 -0.1 -0.1 -0.0812
H 2.08564 5.06206 -0.93895 0.1 0.1 0.0 0.0505
H 1.15511 4.00983 0.12540 -0.1 0.0 0.0 0.0337
H 2.10066 3.30328 -1.19851 -0.1 0.0 -0.1 0.0760
H 4.16315 4.32769 -0.14688 -0.1 -0.1 0.0 0.1369
H 2.43989 4.67688 2.34128 0.0 0.1 0.0 0.0624
H 2.99575 5.99066 1.29039 0.0 0.1 -0.1 0.0882
H 4.15619 5.00862 2.18514 0.1 0.1 0.0 0.0938
H 5.72094 3.14750 0.79212 0.0 0.1 -0.1 0.1268
H 6.56867 1.14136 1.92008 0.1 0.0 0.0 0.1252
H 4.97790 -0.47303 2.88913 0.0 -0.1 0.0 0.1277
H 3.02695 -1.10712 3.49115 0.0 0.1 -0.1 0.1364
H 0.35369 0.20197 2.96885 0.0 0.0 0.0 0.0400
H 1.46285 0.84675 4.17223 0.0 0.0 0.2 0.0898
H 0.87157 -0.81579 4.30558 -0.1 -0.1 0.1 0.0803
H 1.50597 -0.92793 0.87323 0.1 -0.3 0.2 0.0184
H 1.23258 -2.22616 2.06510 -0.1 -0.1 0.0 0.0691
H 2.81019 -2.04476 1.28980 0.1 -0.1 -0.1 0.0920
H -1.14851 4.26887 3.35908 0.0 0.0 0.1 0.1321
H -3.48564 4.72319 2.52645 -0.1 0.0 0.1 0.1246
H -4.24502 3.54304 0.43721 -0.1 0.0 0.0 0.1314
H -1.57812 -0.58009 -5.74369 0.1 0.0 -0.1 0.1142
H -3.18461 -2.39639 -5.35887 0.0 0.0 -0.1 0.1108
H -4.27299 -2.62921 -3.17872 -0.1 -0.1 0.0 0.1170
H -3.39200 -0.67603 -0.15916 0.0 -0.1 -0.1 0.1026
H -4.81656 -3.18831 -1.13763 -0.1 -0.1 -0.1 0.0819
H -4.35426 -2.76810 0.49810 -0.1 0.0 0.1 0.0810
H -3.11744 -3.23517 -0.67622 0.0 -0.1 0.0 0.0700
H -5.88591 -1.14695 -1.85287 -0.1 -0.1 -0.1 0.0873
H -5.26489 0.43055 -1.36663 -0.1 0.0 0.0 0.0617
H -5.86068 -0.70433 -0.14435 -0.1 0.0 0.1 0.0862
H -0.45194 1.16384 -5.16130 0.0 0.0 0.1 0.1373
H -2.22295 2.84621 -3.34359 -0.2 0.0 0.2 0.0381
H -2.62705 2.27973 -4.95898 -0.1 0.1 0.0 0.1061
H -1.28235 3.39985 -4.74143 0.1 0.3 -0.2 0.0554
H 0.12049 1.86514 -2.22927 0.0 0.1 -0.4 0.0097
H 0.84133 2.62063 -3.66781 0.2 0.2 -0.1 0.0611
H 1.11099 0.90865 -3.35681 0.1 0.1 0.2 0.0504
O 1.67077 -0.43185 -1.48206 0.0 0.3 0.1 -0.0804
C 2.32844 -1.43389 -1.76527 -0.3 -0.6 0.3 -0.4856
C 1.72279 -2.68912 -2.32921 -0.1 0.1 -0.2 -0.0839
C 2.35214 -2.86668 -3.73827 -0.1 0.1 -0.1 -0.1545
C 2.79566 -1.55124 -4.41560 0.2 -0.1 -0.1 -0.1739
C 4.19700 -1.02079 -4.05849 -0.2 0.3 0.1 -0.1601
C 4.31173 -0.45489 -2.63294 0.2 0.2 -0.5 -0.1602
N 3.68742 -1.42724 -1.74556 0.1 -0.1 0.5 0.0815
H 0.64259 -2.56157 -2.41628 0.0 0.0 0.1 0.1144
H 1.93286 -3.56126 -1.71093 0.0 0.0 0.1 0.1282
H 1.59760 -3.33109 -4.37483 0.1 -0.1 0.1 0.1185
H 3.19968 -3.55448 -3.70160 0.0 0.0 0.0 0.1170
H 2.04460 -0.78315 -4.22014 -0.1 0.1 -0.1 0.0964
H 2.79561 -1.72690 -5.49260 -0.1 0.1 0.0 0.1200
H 4.46437 -0.23873 -4.76966 0.1 0.0 -0.1 0.1157
H 4.91740 -1.83246 -4.18058 0.1 0.0 0.0 0.1192
H 3.77824 0.49263 -2.52579 0.1 -0.1 0.0 0.1153
H 5.35538 -0.30946 -2.35116 -0.1 0.1 0.0 0.1224
H 4.09721 -2.34419 -1.89478 -0.2 0.0 0.0 0.1449
C -0.12894 -3.41201 7.52589 0.1 0.2 0.2 -0.0473
C -0.51858 -4.08981 6.25903 -0.1 -0.2 -0.4 -0.2732
C -1.63024 -4.93119 6.19310 0.4 0.3 0.0 -0.0247
C -1.99840 -5.52515 5.00611 0.2 0.1 -0.6 -0.0139
C -1.26987 -5.28272 3.83644 0.4 0.4 0.9 -0.2756
N -1.71010 -5.88367 2.65761 -0.5 -0.4 -0.3 0.1495
C -1.44516 -5.62388 1.34417 -0.1 0.1 0.1 -0.5042
O -1.55997 -6.46362 0.48823 0.0 -0.3 -0.3 0.1053
N -1.02047 -4.33543 0.96732 0.3 -0.2 -0.4 0.1526
C -1.39784 -3.08109 1.38102 -0.2 0.7 0.2 -0.2374
C -2.20375 -2.79492 2.48782 0.0 0.1 -0.3 0.0212
C -2.43642 -1.47407 2.81854 0.2 0.1 -0.2 0.0002
C -1.86269 -0.46051 2.06713 -0.3 0.1 0.2 -0.1405
N -1.14821 -0.72901 0.97873 0.6 0.4 -0.3 -0.0305
C -0.94968 -1.98675 0.62555 -0.1 -0.7 0.1 -0.1044
C -0.13395 -4.47047 3.90019 -0.2 -0.4 -0.1 -0.0380
C 0.23126 -3.89316 5.09686 -0.4 -0.1 0.4 -0.0386
H -0.72409 -3.76368 8.36374 0.0 0.0 0.1 0.0812
H -0.26569 -2.33289 7.43288 0.0 0.0 0.1 0.0845
H 0.92504 -3.58362 7.74086 0.0 0.0 0.1 0.0868
H -2.20911 -5.11876 7.08397 -0.1 0.0 0.1 0.1180
H -2.86270 -6.17018 4.96735 -0.1 -0.1 0.0 0.1195
H -2.18788 -6.77025 2.78170 0.2 0.1 -0.2 0.1677
H -0.65988 -4.36862 0.01897 -0.1 -0.1 0.2 0.1511
H -2.66363 -3.58203 3.05736 -0.1 0.0 0.1 0.1176
H -3.05430 -1.22813 3.66597 -0.1 0.1 0.1 0.1238
H -2.00994 0.57572 2.33406 0.1 0.1 0.0 0.1094
H -0.41430 -2.15333 -0.30052 0.2 0.0 0.0 0.1119
H 0.47583 -4.32474 3.02288 0.1 0.0 -0.1 0.1035
H 1.12381 -3.28696 5.14772 0.1 0.1 0.0 0.1091
C 0.91972 5.54560 -3.67329 -0.1 -0.2 0.3 -0.3343
Te -0.63610 5.23329 -2.22012 -0.1 0.3 -1.0 1.5778
C -2.12085 6.21610 -3.41053 0.1 -0.2 0.1 -0.3392
H 1.14487 6.60364 -3.72236 -0.1 0.3 0.1 0.0313
H 0.58484 5.20006 -4.64533 -0.2 -0.1 0.0 0.0267
H 1.80271 4.99851 -3.36802 0.0 -0.1 0.1 0.0058
H -1.92290 6.02124 -4.45853 0.1 -0.1 -0.1 0.0261
H -2.08564 7.28420 -3.22455 0.1 0.1 0.1 0.0270
H -3.09722 5.83234 -3.14192 -0.1 -0.1 0.1 0.0239
```
Forces are in eV/Å.

The following is a DFT calculation (ωB97M-V with the def2-TZVPD basis set) of CH6N6O3 in the gas phase in a non-equilibrium geometry.

lowest unoccupied orbital energy	0.31	eV
HOMO energy	-0.365	Eh
multiplicity	1
SMILES	[H]/N=C(/N)N(N)N(O)[N+](=O)[O-]
ΔE to the lowest compared entry with this formula, charge and spin	0.0	kJ/mol

```
16
Properties=species:S:1:pos:R:3:forces:R:3:nbo_charge:R:1
H 0.50317 0.15198 -2.42893 0.6 0.1 -0.1 0.3229
N 1.17623 -0.40884 -1.90750 -1.3 -0.4 0.7 -0.6847
C 0.69331 -0.70564 -0.75994 3.1 -1.8 -0.4 0.5659
N 1.45319 -1.57422 0.10226 -0.4 -1.7 -1.4 -0.8261
N -0.49910 -0.28722 -0.18989 -0.8 -0.3 -1.6 -0.1522
N -1.29766 0.48170 -1.00823 -0.7 1.1 0.4 -0.6454
N -0.37817 0.12705 1.04300 1.3 1.1 2.8 0.1360
O -1.35121 -0.18993 1.92220 -1.7 -2.2 -0.5 -0.5306
N 0.04523 1.44765 1.28505 0.8 0.7 -0.2 0.6111
O 0.85002 1.88602 0.52293 0.6 0.1 -1.4 -0.3659
O -0.30849 2.01573 2.29703 -0.8 -0.7 0.5 -0.4074
H 2.25155 -1.92581 -0.48489 -0.9 0.8 0.8 0.3914
H 0.90715 -2.47749 0.27605 0.6 1.9 0.1 0.3794
H -0.72593 0.97872 -1.65209 0.4 0.9 -0.3 0.3453
H -1.92692 -0.05618 -1.54532 -0.8 -1.0 -0.3 0.3666
H -1.39236 0.53647 2.52828 0.0 1.2 0.9 0.4939
```
Forces are in eV/Å.